1.
{
  "formula": "C15H20N2O6S2",
  "method": "the ωB97M-V functional and the def2-TZVPD basis",
  "symbols": ["C", "O", "C", "O", "C", "S", "C", "C", "C", "C", "S", "O", "O", "N", "C", "C", "C", "C", "C", "C", "C", "C", "N", "O", "O", "H", "H", "H", "H", "H", "H", "H", "H", "H", "H", "H", "H", "H", "H", "H", "H", "H", "H", "H", "H"],
  "positions_angstrom": [[-2.512, 2.901, 5.870], [-2.066, 2.015, 4.850], [-0.981, 1.295, 5.126], [-0.392, 1.317, 6.171], [-0.590, 0.446, 3.935], [-0.081, 1.633, 2.613], [0.356, 0.559, 1.318], [0.300, -0.840, 1.394], [0.663, -1.622, 0.321], [1.106, -1.045, -0.864], [1.577, -2.101, -2.250], [2.716, -1.494, -2.867], [1.674, -3.436, -1.741], [0.334, -2.060, -3.327], [-0.822, -2.877, -3.060], [-1.879, -2.186, -2.190], [-2.877, -1.316, -2.962], [-2.284, -0.508, -4.122], [-0.891, 0.066, -3.853], [0.222, -0.925, -4.208], [1.191, 0.320, -0.974], [0.804, 1.118, 0.103], [0.862, 2.526, -0.038], [1.200, 2.998, -1.102], [0.544, 3.191, 0.941], [-2.713, 2.348, 6.789], [-1.750, 3.656, 6.071], [-3.419, 3.365, 5.492], [0.243, -0.196, 4.212], [-1.453, -0.119, 3.590], [-0.026, -1.321, 2.300], [0.628, -2.699, 0.379], [-0.436, -3.758, -2.545], [-1.257, -3.194, -4.012], [-1.359, -1.581, -1.445], [-2.441, -2.949, -1.649], [-3.345, -0.632, -2.250], [-3.669, -1.951, -3.365], [-2.974, 0.308, -4.346], [-2.231, -1.133, -5.015], [-0.806, 0.381, -2.813], [-0.745, 0.949, -4.477], [0.055, -1.295, -5.227], [1.197, -0.438, -4.184], [1.565, 0.788, -1.871]],
  "lumo_energy_ev": -1.0,
  "smiles": "COC(=O)CSc1ccc(S(=O)(=O)N2CCCCCC2)cc1[N+](=O)[O-]",
  "charge": 0,
  "e_tot_ev": -52811.97726,
  "relative_energy_kj_mol": 0.00,
  "max_force_ha_per_bohr": 0.0301,
  "gap_ev": 8.03,
  "multiplicity": 1
}

=====

2.
{
  "formula": "C15H18BBr39O4S",
  "method": "the ωB97M-V functional and the def2-TZVPD basis",
  "symbols": ["O", "C", "O", "C", "S", "B", "O", "O", "H", "H", "H", "H", "H", "C", "Br", "Br", "Br", "H", "C", "Br", "Br", "Br", "H", "C", "Br", "Br", "Br", "H", "C", "Br", "Br", "Br", "H", "C", "Br", "Br", "Br", "H", "C", "Br", "Br", "Br", "H", "C", "Br", "Br", "Br", "H", "C", "Br", "Br", "Br", "H", "C", "Br", "Br", "Br", "H", "C", "Br", "Br", "Br", "H", "C", "Br", "Br", "Br", "H", "C", "Br", "Br", "Br", "H", "C", "Br", "Br", "Br", "H"],
  "positions_angstrom": [[-3.587, 0.643, 3.362], [-3.419, 0.037, 2.275], [-2.157, -0.587, 2.078], [-1.361, 0.089, 1.074], [-1.491, 1.943, 1.080], [-4.645, 0.086, 1.204], [-5.906, 0.716, 1.551], [-4.579, -0.432, -0.141], [-0.251, -0.162, 1.219], [-1.652, -0.254, 0.015], [-2.068, 2.410, 2.248], [-5.667, 1.676, 1.584], [-3.772, -0.990, -0.136], [0.085, 2.152, -2.600], [0.981, 2.154, -4.321], [-1.832, 2.387, -2.780], [0.523, 0.571, -1.567], [0.461, 3.009, -2.045], [1.783, -3.586, -1.965], [3.506, -3.255, -2.790], [1.717, -2.945, -0.138], [0.326, -2.870, -3.026], [1.651, -4.666, -1.927], [-3.036, 2.142, 6.606], [-1.364, 1.275, 7.065], [-4.411, 1.805, 7.930], [-2.799, 4.040, 6.282], [-3.378, 1.700, 5.671], [2.819, 0.498, 5.718], [2.548, -0.514, 4.088], [2.518, 2.394, 5.444], [1.749, -0.201, 7.173], [3.863, 0.380, 6.002], [-2.234, 6.317, 0.104], [-3.770, 6.835, -0.960], [-2.752, 5.278, 1.657], [-0.894, 5.407, -0.962], [-1.778, 7.234, 0.472], [2.106, -2.850, -6.802], [2.087, -1.198, -5.790], [0.325, -3.381, -7.352], [3.326, -2.749, -8.305], [2.480, -3.627, -6.138], [-1.888, -4.813, 2.009], [-0.803, -3.384, 2.740], [-2.028, -4.693, 0.078], [-1.262, -6.557, 2.580], [-2.892, -4.688, 2.410], [-1.694, 3.426, -7.737], [-3.285, 4.028, -8.669], [-1.481, 4.316, -6.028], [-1.653, 1.496, -7.553], [-0.841, 3.705, -8.351], [3.642, -3.867, 5.702], [1.975, -4.326, 6.578], [5.147, -4.824, 6.465], [3.535, -4.109, 3.782], [3.815, -2.808, 5.880], [-7.030, 4.305, 10.126], [-7.605, 4.848, 8.356], [-7.313, 2.410, 10.426], [-5.195, 4.824, 10.478], [-7.654, 4.838, 10.841], [4.597, -8.597, 4.743], [3.063, -8.095, 3.670], [4.082, -9.651, 6.286], [5.958, -9.485, 3.685], [5.037, -7.675, 5.120], [5.932, 0.024, -7.725], [7.653, 0.383, -8.544], [5.866, 0.639, -5.887], [4.471, 0.741, -8.777], [5.808, -1.057, -7.704], [3.173, 4.016, -11.525], [2.628, 2.203, -11.943], [2.166, 4.746, -10.036], [5.085, 4.144, -11.233], [2.942, 4.627, -12.396]],
  "lumo_energy_ev": -0.7,
  "charge": 0,
  "e_tot_ev": -2767202.04907,
  "max_force_ha_per_bohr": 0.0799,
  "gap_ev": 8.90,
  "multiplicity": 1
}